Entry 1:
ORCA calculation (the ωB97M-V functional and the def2-TZVPD basis) on a single S2 molecule in a non-equilibrium geometry.

LUMO level (eV): -3.6
Charge: 0
Multiplicity: 1
Gap between HOMO and LUMO (eV): 5.6

Structure (XYZ):
```
2
Properties=species:S:1:pos:R:3:forces:R:3
S 0.000000 0.000000 1.146919 0.0 0.0 -5.8
S 0.000000 0.000000 -1.146919 0.0 0.0 5.8
```
Forces are in eV/Å.



Entry 2:
ORCA calculation (the ωB97M-V functional and the def2-TZVPD basis) on a molecular structure, C45H42IrN5O4S4 in a non-equilibrium geometry.

LUMO level (eV): -4.8
Charge: +2
Multiplicity: 1
Gap between HOMO and LUMO (eV): 7.5

Structure (XYZ):
```
101
Properties=species:S:1:pos:R:3:forces:R:3
H 6.430823 -4.142090 2.316118 0.0 0.0 0.0
H 0.801863 2.802099 -4.079545 0.0 0.0 0.0
O -0.900570 3.710049 3.714688 0.0 0.0 -0.1
H 3.704861 0.544835 4.810266 0.0 0.0 0.0
C -1.368000 2.887137 -1.202957 -0.1 0.0 0.0
C -1.223960 -3.462902 -3.696880 0.0 0.0 0.0
H 3.516696 -4.396628 3.813079 0.0 0.0 0.0
H -0.822633 3.790168 -1.449591 0.0 0.0 0.0
C -1.292967 0.473846 -0.795881 0.0 0.0 0.0
H 1.693106 -0.049760 -7.711040 0.0 0.0 0.0
C -1.789768 -2.707214 -4.679262 0.0 0.0 0.0
H -4.993663 -0.387190 3.019652 0.0 0.0 0.0
H 2.103232 -1.946239 -4.511298 0.0 0.0 0.0
C -2.033209 -1.334417 -4.453269 0.0 0.0 0.0
C -4.817081 1.732601 -0.517154 0.0 0.0 0.0
H -5.335129 -1.552210 0.062764 0.0 0.0 0.0
H -2.909194 -1.613796 -0.124559 0.0 0.0 0.0
H -2.557028 -0.035697 3.173215 0.0 0.0 0.0
N 1.961258 2.960125 1.276265 0.4 0.0 0.9
C 1.803778 -0.909554 -4.415512 0.0 0.0 0.0
H 2.707924 6.182361 1.455763 0.0 0.0 0.0
H 3.888585 -1.045258 2.877432 0.0 0.0 0.0
H -2.061817 -3.154221 -5.625849 0.0 0.0 0.0
H -3.137199 4.180438 2.622975 0.0 0.0 0.0
H -5.566433 3.830352 2.449857 0.0 0.0 0.0
C 0.141294 -3.071027 -0.283012 0.0 0.0 -0.1
C -0.684542 1.654437 -1.151118 0.0 0.0 0.0
H -7.406570 2.286306 2.671874 0.0 0.0 0.0
C 1.671627 -0.357011 -3.155670 0.0 0.0 0.0
C -5.495349 0.573952 -0.288125 0.0 -0.1 -0.1
C -3.546119 3.179906 2.666069 0.1 0.0 0.0
C -0.279013 -3.658394 -1.433848 0.0 0.1 0.0
C -0.717324 -0.901386 -0.972063 0.1 0.1 -0.1
S 1.043308 1.779617 -1.498719 -0.1 -0.2 0.4
C 1.652217 -0.797498 -6.921842 0.0 0.0 0.0
C 3.388147 -3.818639 2.906719 0.0 0.0 0.0
C 5.566598 -4.757706 2.059223 0.0 0.0 0.0
H -2.482943 -0.735384 -5.233918 0.0 0.0 0.0
C -0.016154 -1.674249 -0.068775 0.1 -0.2 0.1
C 2.257271 -3.020232 2.763705 0.0 0.0 0.0
H 4.844340 -3.274228 -0.094105 0.0 0.0 0.0
C 1.285727 0.973105 -3.048510 0.0 0.0 -0.1
C -3.406473 1.730384 -0.650347 0.0 0.1 0.0
S 0.559076 5.021723 1.761121 0.0 0.0 0.0
C 3.391530 0.857648 3.813596 0.1 -0.2 -0.2
H 4.061848 1.322536 1.184898 -0.1 0.0 -0.2
H 3.631535 1.915061 3.693339 0.0 0.0 0.0
C -2.701569 2.086698 2.857141 -0.1 -0.1 0.0
C -2.696007 0.509370 -0.526275 0.0 0.0 0.0
H -5.346010 2.671478 -0.622459 0.0 0.0 0.0
C 2.092845 -2.295510 1.596017 0.1 0.0 0.1
H 3.890333 3.867421 1.037678 0.0 0.0 0.1
H 0.599975 -3.685065 0.476843 0.0 0.0 0.0
H 1.497665 -2.983023 3.534856 0.0 0.0 0.0
H 5.802567 -5.281373 1.133741 0.0 0.0 0.0
C -4.581087 0.608273 2.912066 0.0 0.0 0.0
C 2.850455 4.015780 1.284317 0.0 0.0 -0.6
H -3.258501 3.850520 -1.040964 0.0 0.0 0.0
C 4.341995 -3.904316 1.899016 0.0 0.0 0.0
N 3.604683 0.440854 1.409341 0.1 0.1 0.6
C 0.730452 3.324344 1.591039 -0.4 0.1 0.2
C -4.788695 -0.640610 -0.140502 -0.1 0.0 0.0
H 1.695024 -0.275812 3.871302 -0.3 0.1 0.0
H 2.839226 -1.860173 -0.377213 0.0 0.0 0.0
C 3.016062 -2.382410 0.556589 0.0 0.0 0.1
H -1.917358 0.298796 -3.127160 0.0 0.0 0.0
H 0.784406 -1.433936 -7.106864 0.0 0.0 0.0
S 0.708390 -1.183744 1.528180 -0.5 0.2 -0.3
C -4.904901 2.984281 2.587812 0.0 0.0 0.0
C 2.251701 5.206796 1.470157 0.0 0.0 0.0
H -1.036349 -4.518782 -3.845940 0.0 0.0 0.0
C -0.868191 -2.880901 -2.455663 0.0 0.0 0.0
N 1.927341 0.685718 3.621470 0.6 0.0 -0.2
C -3.220929 0.798478 2.987597 0.0 0.1 0.0
H 1.321685 1.247422 4.222861 0.1 0.1 0.0
H 5.435605 -5.494133 2.849159 0.0 0.0 0.0
H -0.151416 -4.723597 -1.578119 0.0 0.0 0.0
O -0.587656 1.278655 4.078496 -0.1 0.1 -0.1
H 1.861604 -0.948928 -2.270483 0.0 0.0 0.0
S -1.040311 2.362753 3.241634 0.1 -0.2 -0.4
H -6.573521 0.577662 -0.203940 0.0 0.0 0.0
C -1.717227 -0.755155 -3.260150 0.0 0.0 0.0
O 1.652755 0.759836 -0.493938 0.3 0.3 -0.1
C 1.546231 -0.162486 -5.566146 0.0 0.0 0.0
C 1.185086 1.175449 -5.426998 0.0 0.0 0.0
H -7.177340 0.617496 2.902551 0.0 0.0 0.0
H 5.186938 0.156417 2.824793 0.0 0.0 0.0
C -5.445136 1.694770 2.711292 0.0 0.0 0.1
C -1.111312 -1.509348 -2.216951 0.0 0.0 0.0
C -2.709367 2.920387 -0.965802 0.0 0.0 0.0
C -3.431064 -0.673590 -0.244253 0.0 0.0 0.0
N -0.099644 2.239129 1.788306 -0.2 0.3 0.9
H 2.539353 -1.425876 -6.993185 0.0 0.0 0.0
C 4.108948 0.011831 2.748090 0.0 0.3 0.2
H 1.008619 1.776159 -6.309782 0.0 0.0 0.0
Ir 1.589821 0.936951 1.586459 -0.4 -0.4 -1.3
C 1.067067 1.755640 -4.174247 0.0 -0.1 0.0
O -0.196077 -1.537330 2.620649 0.0 0.1 0.1
H 3.818774 -0.201679 0.651800 0.1 -0.2 0.2
N -6.790870 1.494722 2.599468 0.0 0.0 0.0
C 4.131386 -3.182073 0.716496 0.0 0.0 0.0
```
Forces are in eV/Å.



Entry 3:
ORCA calculation (the ωB97M-V functional and the def2-TZVPD basis) on a single C25H27FN4O2 molecule.

LUMO level (eV): 0.6
SMILES string: O=C(NC[C@@H](c1cccnc1)N1CCN(c2ccc(F)cc2)CC1)OCc1ccccc1
Charge: 0
Multiplicity: 1
Gap between HOMO and LUMO (eV): 8.2

Structure (XYZ):
```
59
Properties=species:S:1:pos:R:3:forces:R:3
C 2.577542 3.114337 0.762049 0.0 -0.1 0.0
C -5.811421 2.836480 0.829351 -0.1 0.1 0.0
N -2.355282 -2.718565 0.081370 -0.1 -0.1 0.3
H 1.326980 -3.496318 -1.641569 -0.1 0.0 -0.1
H 0.707179 1.841063 1.963664 -0.1 0.0 0.0
H -2.484617 3.240095 0.412902 0.1 0.0 0.0
C 0.331983 0.843637 -1.180588 0.1 -0.2 -0.2
C 3.060531 1.808848 -1.187165 -0.3 -0.1 0.1
C 0.306757 1.247278 1.144570 0.2 -0.3 0.3
C -3.598063 1.503237 -0.148899 0.0 0.0 0.0
C -1.029605 -3.186713 -0.226803 0.1 0.1 0.1
H -6.922749 1.095609 0.268577 -0.1 -0.1 0.0
H 0.183822 -0.536362 2.348777 0.0 0.0 0.0
O -2.641089 -1.460127 -1.791891 0.2 0.3 -0.4
H 1.898883 -2.888995 2.563143 -0.2 0.1 0.1
H 3.634832 -4.391223 -1.719201 0.1 0.0 -0.1
C 0.602527 -0.645869 -0.947931 0.0 0.2 -0.2
H 4.149008 4.405701 1.437782 0.0 0.1 0.1
F 5.941152 3.838338 -0.354698 -0.1 0.0 0.0
C 3.836946 3.672875 0.710424 0.3 -0.1 -0.1
H -0.751507 0.991839 -1.199800 0.1 0.0 -0.1
H -4.665299 -0.488247 -1.835065 -0.1 0.0 0.2
H 0.110677 -1.208859 -1.740696 0.0 0.0 -0.1
H -0.265890 -2.561983 1.665852 0.1 0.0 -0.1
C -4.965748 -0.492701 -0.779646 -0.1 0.2 -0.4
C 1.406140 -3.103009 0.474666 0.1 0.0 0.1
C 0.041044 -2.466846 0.615004 -0.1 -0.1 -0.2
H 1.689857 -0.834959 -0.985956 -0.1 0.0 0.0
H -0.778974 1.377691 1.108596 0.0 0.0 0.1
H -4.460934 4.431893 1.289398 0.0 0.1 0.0
C -3.457515 2.770683 0.385113 0.1 0.0 0.0
N 3.473194 -3.677746 1.546443 0.3 -0.1 0.4
H 0.727990 1.162421 -2.143712 0.0 0.0 0.0
H 5.011092 2.088562 -2.032617 0.1 0.0 -0.1
C 4.321464 2.370568 -1.252457 0.3 0.3 0.2
H 1.717435 -0.359555 1.453604 -0.1 0.0 0.0
C 2.242324 -3.203848 1.584835 -0.3 0.1 -0.2
C -2.996072 -1.814854 -0.695368 -0.2 -0.3 0.3
C 3.211912 -4.043057 -0.789562 -0.1 0.0 0.0
C -4.566757 3.440493 0.874490 -0.1 0.1 0.1
H -0.970089 -4.261827 -0.031131 0.0 0.1 -0.1
H 2.793493 1.080227 -1.935212 -0.1 -0.1 0.0
N 0.859770 1.674534 -0.122440 -0.5 0.1 -0.1
C 0.620667 -0.233325 1.394085 -0.1 0.3 0.1
H 1.900483 3.443009 1.534691 -0.1 0.0 0.0
H -2.701146 -2.834130 1.020894 -0.1 0.0 -0.1
H -6.678236 3.355935 1.210653 -0.1 0.0 0.0
H -5.989004 -0.866410 -0.688999 0.1 0.1 0.0
H 4.963007 -4.464217 0.398964 0.1 -0.1 -0.1
H -2.741308 0.973723 -0.538608 0.1 -0.1 0.0
C 3.949575 -4.086172 0.383537 0.1 -0.1 -0.3
C -4.843821 0.890666 -0.197417 0.0 -0.2 0.0
H -0.887513 -3.008918 -1.292523 0.1 -0.1 0.0
O -4.133183 -1.418004 -0.079263 0.1 -0.1 0.2
C 1.921884 -3.540774 -0.741797 0.0 0.0 0.2
C -5.949883 1.564714 0.299624 0.1 -0.1 -0.1
C 2.157696 2.161178 -0.177038 0.4 0.3 -0.1
N 0.037196 -1.032515 0.333524 -0.2 0.0 0.1
C 4.702289 3.292896 -0.298865 -0.1 -0.1 -0.1
```
Forces are in eV/Å.